Version w
A structure of composition C61H80I2O5PSSe3Zr, computed with wB97M-V/def2-TZVPD.

Summary:
Gap between HOMO and LUMO ... 6.2807 eV

ORCA input file:
```
! wB97M-V def2-TZVPD RIJCOSX def2/J DEFGRID3
* xyz -1 1
Zr 0.708 -1.058 0.919
C 3.172 5.544 -2.924
C 3.518 5.023 -1.522
C 3.261 6.132 -0.492
C 5.007 4.681 -1.497
C 2.650 3.812 -1.187
C 3.170 2.575 -0.840
C 2.322 1.533 -0.514
Se 3.073 -0.158 0.023
C 2.961 -1.018 -1.680
C 4.051 -0.937 -2.527
C 3.978 -1.478 -3.798
C 2.763 -2.064 -4.146
C 1.646 -2.165 -3.325
C 1.746 -1.651 -2.000
O 0.787 -1.728 -1.099
C 0.400 -2.781 -3.984
C 0.718 -4.211 -4.447
C 0.013 -1.921 -5.198
C -0.826 -2.865 -3.084
C 5.130 -1.446 -4.798
C 6.361 -0.744 -4.224
C 5.525 -2.880 -5.174
C 4.699 -0.693 -6.064
C 0.923 1.644 -0.534
O 0.181 0.590 -0.227
C 0.374 2.892 -0.913
C 1.260 3.922 -1.215
C -1.120 3.104 -1.181
C -1.488 4.594 -1.149
C -2.056 2.403 -0.189
C -1.400 2.553 -2.586
H 3.800 6.403 -3.177
H 3.331 4.767 -3.673
H 2.130 5.861 -2.987
H 3.882 7.006 -0.706
H 2.217 6.447 -0.501
H 3.494 5.780 0.516
H 5.592 5.569 -1.747
H 5.328 4.339 -0.511
H 5.253 3.902 -2.223
H 4.238 2.406 -0.798
H 4.948 -0.445 -2.173
H 2.674 -2.472 -5.147
H 1.524 -4.240 -5.182
H 1.015 -4.826 -3.595
H -0.169 -4.660 -4.903
H 0.803 -1.883 -5.951
H -0.885 -2.328 -5.671
H -0.200 -0.897 -4.884
H -0.644 -3.516 -2.236
H -1.102 -1.891 -2.690
H -1.662 -3.269 -3.664
H 6.740 -1.259 -3.339
H 7.158 -0.730 -4.971
H 6.141 0.290 -3.950
H 5.825 -3.442 -4.288
H 4.693 -3.412 -5.639
H 6.360 -2.875 -5.881
H 4.433 0.339 -5.825
H 5.510 -0.681 -6.797
H 3.830 -1.160 -6.530
H 0.839 4.876 -1.504
H -1.117 5.076 -0.241
H -1.100 5.141 -2.011
H -2.575 4.696 -1.167
H -1.887 2.752 0.831
H -3.088 2.637 -0.468
H -1.932 1.327 -0.195
H -0.786 3.067 -3.330
H -1.167 1.487 -2.627
H -2.453 2.684 -2.845
O -0.473 -1.636 6.472
C 0.852 -1.630 5.924
C 1.146 -2.827 5.016
C 1.278 -4.088 5.888
O 0.117 -4.387 6.650
C 2.514 -2.606 4.361
Se 2.758 -1.116 3.110
C 0.043 -3.101 3.989
Se -0.828 -1.539 3.171
H -1.061 -1.416 5.731
H 1.533 -1.659 6.780
H 1.026 -0.708 5.372
H 2.144 -3.958 6.553
H 1.477 -4.956 5.253
H -0.305 -3.541 6.867
H 2.821 -3.520 3.849
H 3.250 -2.413 5.148
H -0.759 -3.668 4.458
H 0.458 -3.716 3.193
I -1.169 -3.979 0.490
C -3.095 -4.520 -0.222
C -2.995 -5.609 -1.051
C -4.122 -6.346 -1.462
C -5.344 -6.009 -0.972
C -5.494 -4.879 -0.131
C -6.782 -4.596 0.381
C -6.993 -3.515 1.180
C -5.927 -2.630 1.413
C -4.661 -2.841 0.925
P -3.511 -1.376 0.951
C -4.455 -0.396 -0.296
C -3.948 -0.436 -1.591
C -4.600 0.205 -2.635
C -5.758 0.925 -2.389
C -6.267 0.988 -1.097
C -5.627 0.323 -0.062
C -3.970 -0.588 2.543
C -3.987 0.799 2.671
C -4.177 1.401 3.909
C -4.343 0.624 5.044
C -4.317 -0.761 4.931
C -4.128 -1.358 3.696
C -4.380 -4.049 0.200
H -2.016 -5.942 -1.369
H -3.995 -7.198 -2.118
H -6.227 -6.590 -1.212
H -7.592 -5.270 0.126
H -7.972 -3.303 1.590
H -6.130 -1.725 1.969
H -3.026 -0.973 -1.780
H -4.187 0.156 -3.635
H -6.263 1.439 -3.197
H -7.170 1.551 -0.896
H -6.041 0.374 0.936
H -3.846 1.423 1.800
H -4.191 2.483 3.981
H -4.486 1.090 6.011
H -4.426 -1.380 5.813
H -4.084 -2.437 3.629
C -1.529 4.581 2.997
C -0.258 3.742 2.921
C -0.400 2.458 3.722
S 0.928 1.238 3.602
O 0.913 0.962 2.095
C 2.353 2.322 3.905
C 2.922 3.053 2.683
C 4.370 2.660 2.420
H -1.412 5.528 2.467
H -1.786 4.807 4.035
H -2.378 4.056 2.555
H 0.581 4.327 3.306
H -0.014 3.498 1.884
H -1.286 1.889 3.420
H -0.506 2.661 4.794
H 3.090 1.640 4.330
H 2.020 3.008 4.687
H 2.844 4.133 2.836
H 2.317 2.824 1.804
H 5.005 2.889 3.280
H 4.768 3.194 1.555
H 4.451 1.588 2.230
I 2.219 -3.718 0.875
*
```


Version x
A structure of composition C61H80I2O5PSSe3Zr, computed with wB97M-V/def2-TZVPD.

Summary:
Gap between HOMO and LUMO ... 6.8932 eV

ORCA input file:
```
! wB97M-V def2-TZVPD RIJCOSX def2/J DEFGRID3
* xyz -1 1
Zr -0.223 0.126 -0.393
C -0.306 8.015 0.511
C -1.583 7.180 0.353
C -2.341 7.212 1.679
C -2.473 7.818 -0.722
C -1.218 5.755 -0.063
C -1.566 4.635 0.686
C -1.198 3.381 0.249
Se -1.713 1.763 1.167
C -3.291 1.508 0.100
C -4.445 2.129 0.534
C -5.610 2.032 -0.209
C -5.518 1.328 -1.399
C -4.364 0.720 -1.889
C -3.202 0.748 -1.078
O -2.074 0.076 -1.355
C -4.508 0.068 -3.273
C -3.182 -0.324 -3.900
C -5.172 1.053 -4.253
C -5.375 -1.191 -3.140
C -6.933 2.660 0.216
C -6.810 3.421 1.535
C -7.990 1.562 0.392
C -7.405 3.645 -0.862
C -0.493 3.181 -0.941
O -0.174 1.938 -1.281
C -0.153 4.286 -1.737
C -0.523 5.540 -1.249
C 0.546 4.224 -3.102
C 0.806 2.819 -3.653
C -0.333 4.945 -4.138
C 1.899 4.945 -2.996
H -0.553 9.033 0.824
H 0.248 8.078 -0.427
H 0.355 7.575 1.258
H -2.581 8.246 1.938
H -1.749 6.793 2.495
H -3.279 6.657 1.622
H -2.758 8.832 -0.429
H -3.382 7.231 -0.867
H -1.959 7.876 -1.682
H -2.115 4.732 1.613
H -4.423 2.681 1.464
H -6.409 1.248 -2.008
H -2.530 0.545 -4.017
H -3.364 -0.757 -4.888
H -2.667 -1.054 -3.291
H -4.578 1.965 -4.336
H -6.184 1.334 -3.968
H -5.228 0.591 -5.243
H -4.947 -1.879 -2.409
H -5.437 -1.712 -4.100
H -6.388 -0.943 -2.820
H -6.496 2.767 2.350
H -7.780 3.845 1.801
H -6.094 4.243 1.466
H -7.673 0.840 1.146
H -8.157 1.018 -0.539
H -8.942 1.996 0.707
H -6.659 4.424 -1.028
H -8.341 4.123 -0.558
H -7.578 3.143 -1.814
H -0.259 6.404 -1.847
H -0.123 2.274 -3.828
H 1.406 2.195 -2.997
H 1.328 2.926 -4.609
H -1.310 4.462 -4.209
H 0.140 4.904 -5.122
H -0.496 5.994 -3.889
H 2.532 4.461 -2.248
H 1.787 5.993 -2.714
H 2.419 4.907 -3.957
O 5.680 3.034 1.116
C 5.123 2.509 -0.087
C 4.045 1.449 0.219
C 4.780 0.268 0.866
O 3.966 -0.734 1.430
C 3.050 2.121 1.167
Se 1.310 1.349 1.620
C 3.443 1.160 -1.162
Se 2.246 -0.350 -1.490
H 6.350 3.676 0.875
H 5.911 2.053 -0.701
H 4.659 3.316 -0.667
H 5.463 0.681 1.618
H 5.388 -0.233 0.106
H 3.349 -0.332 2.057
H 2.828 3.114 0.765
H 3.519 2.279 2.138
H 4.259 0.972 -1.865
H 2.935 2.068 -1.499
I 1.056 -2.257 1.569
C 2.208 -3.792 0.790
C 3.254 -4.110 1.620
C 4.055 -5.245 1.398
C 3.757 -6.061 0.352
C 2.701 -5.744 -0.538
C 2.447 -6.656 -1.591
C 1.456 -6.417 -2.488
C 0.729 -5.220 -2.384
C 0.943 -4.277 -1.405
P -0.046 -2.725 -1.764
C 0.621 -2.288 -3.420
C 0.087 -1.135 -3.993
C 0.548 -0.653 -5.206
C 1.591 -1.299 -5.853
C 2.163 -2.420 -5.271
C 1.682 -2.911 -4.065
C -1.660 -3.497 -2.164
C -2.117 -3.676 -3.468
C -3.325 -4.315 -3.710
C -4.092 -4.774 -2.651
C -3.647 -4.590 -1.349
C -2.438 -3.962 -1.106
C 1.920 -4.560 -0.382
H 3.465 -3.482 2.473
H 4.871 -5.468 2.072
H 4.323 -6.965 0.166
H 3.058 -7.549 -1.653
H 1.241 -7.109 -3.293
H -0.015 -5.026 -3.145
H -0.682 -0.582 -3.470
H 0.110 0.246 -5.621
H 1.969 -0.919 -6.794
H 2.997 -2.914 -5.752
H 2.166 -3.773 -3.627
H -1.526 -3.318 -4.301
H -3.665 -4.446 -4.730
H -5.041 -5.262 -2.836
H -4.248 -4.928 -0.515
H -2.107 -3.810 -0.086
C 0.492 -3.335 5.557
C -0.827 -2.590 5.397
C -0.771 -1.088 5.650
S 0.306 -0.235 4.488
O 1.721 -0.525 4.907
C -0.067 1.483 4.995
C 1.116 2.153 5.677
C 1.339 1.690 7.109
H 0.315 -4.411 5.530
H 0.978 -3.090 6.503
H 1.198 -3.085 4.768
H -1.556 -3.003 6.102
H -1.236 -2.753 4.396
H -0.444 -0.842 6.666
H -1.760 -0.651 5.485
H -0.947 1.471 5.642
H -0.316 2.000 4.068
H 0.936 3.232 5.653
H 2.011 1.968 5.081
H 0.435 1.815 7.711
H 2.135 2.264 7.585
H 1.626 0.639 7.127
I -2.465 -1.461 1.581
*
```


Least stable: version x


Version w
A structure of composition C4H9N3O2, computed with wB97M-V/def2-TZVPD.

Summary:
Gap between HOMO and LUMO (spin up / spin down) ... 6.8285 / 6.8302 eV

ORCA input file:
```
! wB97M-V def2-TZVPD RIJCOSX def2/J DEFGRID3
* xyz 0 1
C 2.388 -0.450 0.008
N 1.332 0.538 -0.127
C 0.368 0.534 -1.230
C -1.364 -0.369 0.375
C -0.606 0.697 -0.033
N -1.249 -1.648 -0.144
N -0.792 1.997 0.465
O -2.527 -0.110 1.070
O 0.387 -0.349 -2.074
H -3.167 -0.792 0.823
H 1.460 1.414 0.365
H -1.107 -2.393 0.521
H -0.632 -1.698 -0.953
H -1.558 2.042 1.126
H -0.900 2.681 -0.276
H 2.242 -1.200 -0.770
H 2.363 -0.921 0.993
H 3.361 0.029 -0.141
*
```


Version x
A cluster of 2 separate species, C4H9N3O2 in total, computed with wB97M-V/def2-TZVPD.

Summary:
Gap between HOMO and LUMO (spin up / spin down) ... 8.1794 / 8.1830 eV

ORCA input file:
```
! wB97M-V def2-TZVPD RIJCOSX def2/J DEFGRID3
* xyz 0 1
C -3.010 -0.507 -0.152
N 0.728 0.562 0.456
C 2.128 0.699 0.940
C 0.513 -0.234 -0.540
N -0.226 1.105 1.164
N 3.018 0.003 0.224
C 0.376 -0.500 -1.802
O -2.000 -0.909 0.732
O 2.348 1.415 1.874
H 0.176 1.503 2.013
H -1.503 -0.098 1.028
H 2.718 -0.605 -0.521
H 3.991 0.051 0.481
H -3.617 -1.386 -0.376
H -2.594 -0.119 -1.091
H -3.655 0.263 0.286
H 0.385 0.269 -2.570
H 0.224 -1.512 -2.146
*
```


Version y
The molecule C4H9N3O2, computed with wB97M-V/def2-TZVPD.

Summary:
Gap between HOMO and LUMO ... 8.2290 eV

ORCA input file:
```
! wB97M-V def2-TZVPD RIJCOSX def2/J DEFGRID3
* xyz 0 1
C 0.977 -1.111 0.619
C 1.178 0.044 1.702
C -0.122 0.218 -0.890
C -1.318 0.936 -1.415
N -0.151 -0.743 -0.089
N 0.681 1.230 1.240
N 1.418 2.066 0.563
O 2.571 1.863 0.249
O 0.817 3.045 0.109
H 1.751 -1.236 -0.205
H 0.798 -2.174 1.003
H 0.655 -0.405 2.706
H 2.302 0.100 1.883
H 0.915 0.564 -1.158
H -2.228 0.216 -1.512
H -1.120 1.509 -2.344
H -1.745 1.758 -0.592
H -1.045 -1.027 0.246
*
```


Version z
The molecule C4H9N3O2, computed with wB97M-V/def2-TZVPD.

Summary:
SMILES ... [H]/N=C(\N)N(O)C[C@@H]1CO1
Gap between HOMO and LUMO ... 10.1258 eV

ORCA input file:
```
! wB97M-V def2-TZVPD RIJCOSX def2/J DEFGRID3
* xyz 0 1
H 3.621 -0.446 0.567
N 2.758 -0.834 0.332
C 1.866 0.051 0.030
N 2.138 1.451 -0.021
N 0.499 -0.468 -0.277
O 0.709 -1.848 -0.574
C -0.606 -0.152 0.655
C -1.899 -0.505 -0.031
C -2.759 0.587 -0.563
O -3.242 -0.333 0.634
H 1.359 1.906 -0.528
H 3.016 1.894 -0.294
H 1.347 -2.105 0.346
H -0.587 0.929 0.705
H -0.506 -0.657 1.552
H -1.914 -1.441 -0.551
H -2.552 1.715 -0.455
H -3.248 0.256 -1.528
*
```


Least stable: version y